C42H57N3O14P2Sb2Sr as an isolated structure, computed with ωB97M-V with the def2-TZVPD basis set.

Kohn-Sham gap, Ha: 0.2684
Highest occupied orbital energy, eV: -3.459
ΔE to the lowest compared entry with this formula, charge and spin, eV: 0.6979

```
! wB97M-V def2-TZVPD RIJCOSX def2/J DEFGRID3
* xyz -2 1
Sr -0.691 -1.195 2.072
N -1.024 -3.947 5.090
C -1.007 -2.973 3.923
C -2.309 -3.222 3.160
P 0.514 -3.738 3.081
O -0.194 -5.099 2.591
O 1.385 -4.053 4.244
O 0.924 -2.958 1.867
P -1.243 -1.359 4.991
O 0.161 -1.121 5.621
O -2.197 -1.927 6.002
O -1.626 -0.234 4.082
H -1.264 -4.879 4.754
H -1.689 -3.533 5.784
H -0.043 -3.976 5.425
H -2.487 -4.294 3.077
H -2.335 -2.903 2.110
H -3.151 -2.773 3.692
H -0.585 -4.944 1.685
H 0.698 -0.441 5.046
C 1.197 -4.622 -0.816
C 0.158 -3.649 -1.363
C -0.612 -4.299 -2.513
O 0.793 -2.500 -1.894
C -0.882 -3.275 -0.283
O -1.352 -4.216 0.407
O -1.233 -2.068 -0.189
H 1.833 -4.955 -1.640
H 0.715 -5.486 -0.358
H 1.812 -4.129 -0.065
H 0.076 -4.457 -3.347
H -1.432 -3.665 -2.853
H -1.018 -5.257 -2.190
H 1.428 -2.156 -1.239
C -1.192 1.003 -1.473
C -1.274 2.510 -1.701
C -0.731 3.427 -0.605
Sb -1.444 3.165 1.422
C -3.427 2.582 0.756
C -3.865 1.274 0.959
C -5.088 0.833 0.467
C -5.908 1.707 -0.233
C -5.493 3.013 -0.441
C -4.266 3.441 0.047
C -2.048 5.261 1.591
C -1.319 6.306 1.026
C -1.666 7.636 1.242
C -2.759 7.949 2.035
C -3.494 6.924 2.616
C -3.134 5.602 2.400
Sb -1.562 -0.151 -3.262
C -2.839 1.384 -4.112
C -2.454 2.409 -4.974
C -3.365 3.368 -5.402
C -4.681 3.328 -4.966
C -5.083 2.317 -4.104
C -4.171 1.355 -3.695
C 0.219 0.456 -4.274
C 1.393 0.692 -3.560
C 2.577 0.997 -4.218
C 2.606 1.069 -5.603
C 1.449 0.824 -6.329
C 0.269 0.512 -5.666
H -1.965 0.677 -0.777
H -0.245 0.668 -1.051
H -2.319 2.774 -1.878
H -0.756 2.771 -2.633
H -1.021 4.446 -0.873
H 0.357 3.393 -0.560
H -3.245 0.552 1.481
H -5.392 -0.195 0.623
H -6.860 1.367 -0.624
H -6.119 3.699 -1.001
H -3.952 4.463 -0.138
H -0.458 6.089 0.401
H -1.080 8.427 0.789
H -3.034 8.984 2.203
H -4.349 7.157 3.241
H -3.722 4.816 2.865
H -1.424 2.479 -5.303
H -3.039 4.160 -6.067
H -5.388 4.084 -5.291
H -6.104 2.283 -3.741
H -4.506 0.579 -3.011
H 1.401 0.615 -2.479
H 3.480 1.161 -3.642
H 3.532 1.303 -6.116
H 1.467 0.866 -7.412
H -0.625 0.311 -6.248
O 1.375 0.537 4.124
H 0.989 0.766 3.230
H 2.302 0.260 3.971
C 1.517 1.502 1.074
O 0.418 0.833 1.588
H 2.451 1.208 1.567
H 1.429 2.603 1.189
H 1.671 1.307 -0.002
C 6.153 -0.214 -0.335
C 5.875 -1.687 -0.609
C 5.110 -2.399 0.523
C 4.806 -3.844 0.098
C 4.223 -4.692 1.223
C 6.012 -2.443 1.741
O 7.089 -3.024 1.743
N 5.552 -1.791 2.837
C 4.371 -1.014 2.908
O 4.193 -0.410 3.970
N 3.542 -0.944 1.865
C 3.786 -1.630 0.741
O 3.016 -1.621 -0.227
H 6.695 0.238 -1.169
H 6.759 -0.085 0.565
H 5.224 0.341 -0.194
H 6.813 -2.226 -0.761
H 5.267 -1.789 -1.510
H 5.731 -4.291 -0.276
H 4.099 -3.779 -0.731
H 4.964 -4.875 2.004
H 3.881 -5.658 0.847
H 3.366 -4.196 1.683
H 6.118 -1.805 3.672
*
```